The following is a quantum chemistry calculation of a cluster of 8 separate species, C63H140BF4N7 in total, from OMol25.

Values from the calculation:
Largest force on an atom, eV/A: 3.73
Energy relative to the best compared isomer or geometry (same formula, charge and spin), kcal/mol: 59.1
Kohn-Sham gap, eV: 10.07
Total charge: +6
LUMO energy, eV: -8.72
DFT total energy, eV: -89524.417

Bonds (Å) are listed after each position.
Cartesian coordinates (Å):
1 C 4.643 -6.625 6.215  C2 1.593, H11 1.090, H12 1.090, H13 1.090
2 C 4.262 -7.597 5.012  C1 1.593, C3 1.548, H14 1.090, H15 1.090
3 C 3.133 -6.968 4.160  C2 1.548, N4 1.548, H16 1.090, H17 1.090
4 N 2.433 -7.829 3.080  C3 1.548, C5 1.558, C9 1.535, C10 1.556
5 C 3.400 -8.225 1.924  N4 1.558, C6 1.528, H18 1.090, H19 1.090
6 C 3.874 -7.035 1.092  C5 1.528, C7 1.569, H20 1.090, H21 1.090
7 C 2.731 -6.073 0.615  C6 1.569, C8 1.497, H22 1.090, H23 1.090
8 C 1.685 -5.741 1.633  C7 1.497, C9 1.582, H24 1.090, H25 1.090
9 C 1.278 -7.004 2.495  N4 1.535, C8 1.582, H26 1.090, H27 1.090
10 C 1.902 -9.177 3.645  N4 1.556, H28 1.090, H29 1.090, H30 1.090
11 H 5.432 -6.938 6.898  C1 1.090
12 H 3.731 -6.454 6.787  C1 1.090
13 H 4.880 -5.574 6.049  C1 1.090
14 H 3.934 -8.519 5.491  C2 1.090
15 H 5.098 -7.792 4.340  C2 1.090
16 H 3.472 -6.064 3.654  C3 1.090
17 H 2.452 -6.568 4.912  C3 1.090
18 H 4.137 -8.898 2.361  C5 1.090
19 H 2.783 -8.778 1.216  C5 1.090
20 H 4.732 -6.571 1.579  C6 1.090
21 H 4.426 -7.360 0.210  C6 1.090
22 H 3.059 -5.300 -0.080  C7 1.090
23 H 2.083 -6.619 -0.071  C7 1.090
24 H 2.151 -4.919 2.177  C8 1.090
25 H 0.848 -5.268 1.120  C8 1.090
26 H 0.758 -6.675 3.394  C9 1.090
27 H 0.582 -7.693 2.016  C9 1.090
28 H 2.751 -9.761 4.001  C10 1.090
29 H 1.549 -9.727 2.772  C10 1.090
30 H 1.046 -9.062 4.310  C10 1.090
31 C 2.729 -0.603 6.272  C32 1.442, H41 1.090, H42 1.090, H43 1.090
32 C 2.174 -0.160 7.527  C31 1.442, C33 1.536, H44 1.090, H45 1.090
33 C 1.038 -1.056 8.044  C32 1.536, N34 1.563, H46 1.090, H47 1.090
34 N 0.494 -0.854 9.496  C33 1.563, C35 1.598, C39 1.589, C40 1.555
35 C 0.352 0.703 9.831  N34 1.598, C36 1.541, H48 1.090, H49 1.090
36 C -0.393 0.921 11.162  C35 1.541, C37 1.532, H50 1.090, H51 1.090
37 C -1.784 0.295 11.316  C36 1.532, C38 1.580, H52 1.090, H53 1.090
38 C -1.682 -1.233 10.926  C37 1.580, C39 1.577, H54 1.090, H55 1.090
39 C -0.941 -1.531 9.566  N34 1.589, C38 1.577, H56 1.090, H57 1.090
40 C 1.580 -1.423 10.453  N34 1.555, H58 1.090, H59 1.090, H60 1.090
41 H 1.952 -1.019 5.630  C31 1.090
42 H 3.392 -1.433 6.514  C31 1.090
43 H 3.384 0.174 5.880  C31 1.090
44 H 1.671 0.788 7.331  C32 1.090
45 H 2.972 0.097 8.224  C32 1.090
46 H 1.361 -2.097 8.051  C33 1.090
47 H 0.154 -0.925 7.420  C33 1.090
48 H -0.073 1.175 8.945  C35 1.090
49 H 1.386 1.015 9.972  C35 1.090
50 H -0.488 2.003 11.251  C36 1.090
51 H 0.378 0.526 11.823  C36 1.090
52 H -2.449 0.826 10.634  C37 1.090
53 H -2.289 0.353 12.280  C37 1.090
54 H -2.647 -1.740 10.912  C38 1.090
55 H -1.079 -1.643 11.736  C38 1.090
56 H -1.476 -0.942 8.822  C39 1.090
57 H -0.801 -2.552 9.211  C39 1.090
58 H 1.676 -2.483 10.219  C40 1.090
59 H 1.203 -1.290 11.467  C40 1.090
60 H 2.526 -0.890 10.359  C40 1.090
61 C -6.675 -4.082 5.984  C62 1.485, H71 1.090, H72 1.090, H73 1.090
62 C -7.186 -3.667 4.652  C61 1.485, C63 1.518, H74 1.090, H75 1.090
63 C -6.069 -3.678 3.624  C62 1.518, N64 1.550, H76 1.090, H77 1.090
64 N -6.087 -4.637 2.407  C63 1.550, C65 1.575, C69 1.562, C70 1.566
65 C -7.331 -4.326 1.493  N64 1.575, C66 1.564, H78 1.090, H79 1.090
66 C -7.300 -5.138 0.157  C65 1.564, C67 1.522, H80 1.090, H81 1.090
67 C -5.927 -5.261 -0.489  C66 1.522, C68 1.540, H82 1.090, H83 1.090
68 C -4.716 -5.572 0.409  C67 1.540, C69 1.562, H84 1.090, H85 1.090
69 C -4.726 -4.612 1.641  N64 1.562, C68 1.562, H86 1.090, H87 1.090
70 C -6.284 -6.098 2.934  N64 1.566, H88 1.090, H89 1.090, H90 1.090
71 H -6.103 -5.010 5.966  C61 1.090
72 H -7.456 -4.262 6.723  C61 1.090
73 H -6.095 -3.282 6.443  C61 1.090
74 H -7.757 -2.743 4.735  C62 1.090
75 H -8.010 -4.295 4.313  C62 1.090
76 H -5.135 -4.000 4.083  C63 1.090
77 H -5.962 -2.661 3.248  C63 1.090
78 H -7.228 -3.313 1.104  C65 1.090
79 H -8.299 -4.359 1.993  C65 1.090
80 H -8.076 -4.661 -0.441  C66 1.090
81 H -7.698 -6.151 0.216  C66 1.090
82 H -5.769 -4.338 -1.048  C67 1.090
83 H -6.011 -6.074 -1.210  C67 1.090
84 H -3.737 -5.496 -0.065  C68 1.090
85 H -4.788 -6.611 0.730  C68 1.090
86 H -4.709 -3.605 1.222  C69 1.090
87 H -3.906 -4.705 2.353  C69 1.090
88 H -6.244 -6.854 2.150  C70 1.090
89 H -7.350 -6.157 3.153  C70 1.090
90 H -5.614 -6.400 3.739  C70 1.090
91 C -2.223 4.791 -4.979  C92 1.492, H101 1.090, H102 1.090, H103 1.090
92 C -2.863 6.116 -5.226  C91 1.492, C93 1.527, H104 1.090, H105 1.090
93 C -1.973 7.353 -5.133  C92 1.527, N94 1.584, H106 1.090, H107 1.090
94 N -2.757 8.620 -5.670  C93 1.584, C95 1.595, C99 1.614, C100 1.568
95 C -3.382 8.361 -7.114  N94 1.595, C96 1.524, H108 1.090, H109 1.090
96 C -3.891 9.632 -7.784  C95 1.524, C97 1.551, H110 1.090, H111 1.090
97 C -2.754 10.677 -7.932  C96 1.551, C98 1.539, H112 1.090, H113 1.090
98 C -2.035 10.904 -6.590  C97 1.539, C99 1.550, H114 1.090, H115 1.090
99 C -1.499 9.581 -5.985  N94 1.614, C98 1.550, H116 1.090, H117 1.090
100 C -3.683 9.338 -4.627  N94 1.568, H118 1.090, H119 1.090, H120 1.090
101 H -1.316 4.759 -5.583  C91 1.090
102 H -2.901 3.956 -5.159  C91 1.090
103 H -1.841 4.785 -3.959  C91 1.090
104 H -3.845 6.220 -4.764  C92 1.090
105 H -3.062 5.957 -6.286  C92 1.090
106 H -1.126 7.197 -5.802  C93 1.090
107 H -1.585 7.630 -4.153  C93 1.090
108 H -2.501 8.078 -7.690  C95 1.090
109 H -4.213 7.658 -7.056  C95 1.090
110 H -4.034 9.234 -8.789  C96 1.090
111 H -4.854 10.039 -7.476  C96 1.090
112 H -1.948 10.458 -8.633  C97 1.090
113 H -3.371 11.513 -8.260  C97 1.090
114 H -1.218 11.587 -6.822  C98 1.090
115 H -2.663 11.445 -5.883  C98 1.090
116 H -0.762 9.196 -6.690  C99 1.090
117 H -1.100 9.885 -5.017  C99 1.090
118 H -3.125 9.849 -3.843  C100 1.090
119 H -4.229 8.477 -4.243  C100 1.090
120 H -4.213 10.049 -5.261  C100 1.090
121 C -3.491 2.619 4.559  C122 1.613, H131 1.090, H132 1.090, H133 1.090
122 C -4.239 2.879 3.154  C121 1.613, C123 1.539, H134 1.090, H135 1.090
123 C -4.101 4.291 2.558  C122 1.539, N124 1.571, H136 1.090, H137 1.090
124 N -4.876 4.628 1.233  C123 1.571, C125 1.529, C129 1.514, C130 1.606
125 C -3.976 5.647 0.533  N124 1.529, C126 1.578, H138 1.090, H139 1.090
126 C -3.981 7.056 1.243  C125 1.578, C127 1.577, H140 1.090, H141 1.090
127 C -5.454 7.606 1.371  C126 1.577, C128 1.570, H142 1.090, H143 1.090
128 C -6.257 6.507 2.153  C127 1.570, C129 1.504, H144 1.090, H145 1.090
129 C -6.267 5.194 1.418  N124 1.514, C128 1.504, H146 1.090, H147 1.090
130 C -5.053 3.261 0.408  N124 1.606, H148 1.090, H149 1.090, H150 1.090
131 H -3.505 3.469 5.241  C121 1.090
132 H -2.414 2.499 4.440  C121 1.090
133 H -4.138 1.833 4.947  C121 1.090
134 H -5.296 2.632 3.250  C122 1.090
135 H -3.995 2.126 2.404  C122 1.090
136 H -3.037 4.309 2.323  C123 1.090
137 H -4.326 5.048 3.310  C123 1.090
138 H -2.968 5.243 0.443  C125 1.090
139 H -4.555 5.791 -0.379  C125 1.090
140 H -3.489 6.845 2.192  C126 1.090
141 H -3.234 7.699 0.778  C126 1.090
142 H -5.480 8.523 1.960  C127 1.090
143 H -5.861 7.732 0.368  C127 1.090
144 H -5.790 6.438 3.135  C128 1.090
145 H -7.257 6.923 2.282  C128 1.090
146 H -6.893 4.423 1.868  C129 1.090
147 H -6.672 5.342 0.417  C129 1.090
148 H -4.047 2.883 0.224  C130 1.090
149 H -5.499 3.518 -0.552  C130 1.090
150 H -5.620 2.528 0.983  C130 1.090
151 C 1.574 -2.028 -6.869  C152 1.545, H161 1.090, H162 1.090, H163 1.090
152 C 2.593 -2.452 -7.950  C151 1.545, C153 1.556, H164 1.090, H165 1.090
153 C 3.368 -1.366 -8.749  C152 1.556, N154 1.569, H166 1.090, H167 1.090
154 N 4.597 -1.876 -9.580  C153 1.569, C155 1.538, C159 1.562, C160 1.550
155 C 5.828 -2.298 -8.760  N154 1.538, C156 1.570, H168 1.090, H169 1.090
156 C 6.980 -2.798 -9.702  C155 1.570, C157 1.540, H170 1.090, H171 1.090
157 C 6.577 -3.936 -10.659  C156 1.540, C158 1.519, H172 1.090, H173 1.090
158 C 5.284 -3.563 -11.364  C157 1.519, C159 1.566, H174 1.090, H175 1.090
159 C 4.142 -3.137 -10.380  N154 1.562, C158 1.566, H176 1.090, H177 1.090
160 C 4.911 -0.731 -10.577  N154 1.550, H178 1.090, H179 1.090, H180 1.090
161 H 1.070 -2.897 -6.445  C151 1.090
162 H 0.883 -1.311 -7.313  C151 1.090
163 H 1.822 -1.562 -5.916  C151 1.090
164 H 2.238 -3.195 -8.665  C152 1.090
165 H 3.315 -3.140 -7.510  C152 1.090
166 H 3.763 -0.592 -8.092  C153 1.090
167 H 2.727 -0.854 -9.467  C153 1.090
168 H 5.481 -3.042 -8.043  C155 1.090
169 H 5.959 -1.394 -8.164  C155 1.090
170 H 7.739 -3.201 -9.031  C156 1.090
171 H 7.571 -2.004 -10.158  C156 1.090
172 H 6.299 -4.732 -9.969  C157 1.090
173 H 7.403 -4.173 -11.329  C157 1.090
174 H 4.951 -4.520 -11.765  C158 1.090
175 H 5.484 -2.912 -12.215  C158 1.090
176 H 4.011 -4.041 -9.785  C159 1.090
177 H 3.200 -2.901 -10.874  C159 1.090
178 H 5.184 0.155 -10.003  C160 1.090
179 H 4.164 -0.146 -11.112  C160 1.090
180 H 5.672 -1.003 -11.308  C160 1.090
181 C 7.616 -1.351 0.256  C182 1.464, H191 1.090, H192 1.090, H193 1.090
182 C 7.346 0.036 -0.126  C181 1.464, C183 1.565, H194 1.090, H195 1.090
183 C 6.150 0.151 -1.129  C182 1.565, N184 1.562, H196 1.090, H197 1.090
184 N 5.764 1.586 -1.608  C183 1.562, C185 1.490, C189 1.617, C190 1.559
185 C 4.972 1.505 -2.868  N184 1.490, C186 1.504, H198 1.090, H199 1.090
186 C 4.419 2.852 -3.245  C185 1.504, C187 1.514, H200 1.090, H201 1.090
187 C 3.839 3.727 -2.154  C186 1.514, C188 1.532, H202 1.090, H203 1.090
188 C 4.507 3.675 -0.776  C187 1.532, C189 1.514, H204 1.090, H205 1.090
189 C 4.933 2.271 -0.402  N184 1.617, C188 1.514, H206 1.090, H207 1.090
190 C 7.067 2.323 -2.044  N184 1.559, H208 1.090, H209 1.090, H210 1.090
191 H 7.281 -2.071 -0.491  C181 1.090
192 H 7.161 -1.601 1.214  C181 1.090
193 H 8.675 -1.509 0.459  C181 1.090
194 H 8.289 0.508 -0.400  C182 1.090
195 H 6.823 0.518 0.700  C182 1.090
196 H 5.206 -0.315 -0.845  C183 1.090
197 H 6.467 -0.368 -2.034  C183 1.090
198 H 4.179 0.789 -2.653  C185 1.090
199 H 5.447 0.953 -3.678  C185 1.090
200 H 3.664 2.832 -4.030  C186 1.090
201 H 5.238 3.361 -3.755  C186 1.090
202 H 2.769 3.621 -1.977  C187 1.090
203 H 3.783 4.765 -2.483  C187 1.090
204 H 3.993 4.212 0.021  C188 1.090
205 H 5.489 4.123 -0.621  C188 1.090
206 H 4.091 1.593 -0.262  C189 1.090
207 H 5.338 2.164 0.604  C189 1.090
208 H 6.958 3.304 -2.507  C190 1.090
209 H 7.448 1.618 -2.782  C190 1.090
210 H 7.787 2.342 -1.225  C190 1.090
211 B -0.031 -0.222 0.063  F212 1.385, F213 1.358, F214 1.394, F215 1.392
212 F -0.213 1.056 -0.441  B211 1.385
213 F 1.076 -0.667 -0.587  B211 1.358
214 F 0.208 -0.045 1.425  B211 1.394
215 F -1.108 -1.056 -0.220  B211 1.392